# 1
This record from the Open Molecules 2025 dataset describes a structure of composition C21H42CrN3O3. The level of theory is ωB97M-V/def2-TZVPD.

CARTESIAN COORDINATES (ANGSTROEM)
Cr -0.2054 0.2956 0.0164
C -4.2153 1.4718 -0.1868
C -2.9964 2.2987 -0.5089
C -2.7364 3.3753 0.5812
O -1.8552 1.4710 -0.6759
H -5.0881 2.1044 -0.3484
H -4.2562 0.9722 0.7810
H -4.2913 0.6768 -0.9287
H -3.2908 2.7997 -1.4311
H -1.9764 4.0222 0.1431
H -2.2394 3.0271 1.4866
H -3.5784 4.0584 0.6931
C 0.3781 3.4163 3.2220
C 1.2165 2.3208 2.5029
C 2.1361 1.7062 3.5797
O 0.5738 1.4312 1.6135
H 0.9599 4.2832 3.5354
H -0.2538 3.0609 4.0359
H -0.4090 3.7535 2.5476
H 1.8004 2.8171 1.7278
H 1.7303 1.3806 4.5375
H 2.8375 2.4970 3.8459
H 2.8589 0.9881 3.1925
C 2.4158 -2.6021 -1.6243
C 1.9126 -2.3794 -0.2236
C 3.0944 -2.4515 0.7840
O 1.2342 -1.1905 -0.1467
H 2.9561 -3.5453 -1.7051
H 3.0501 -1.7743 -1.9410
H 1.5751 -2.7037 -2.3106
H 1.1264 -3.1202 -0.0780
H 2.9146 -2.4538 1.8591
H 3.8686 -1.7059 0.6031
H 3.5578 -3.4282 0.6449
C -0.4845 -4.7070 -2.6407
C -0.7544 -3.9667 -3.9681
C -0.3465 -2.4563 -4.1173
C -0.7599 -1.6609 -2.9304
N -1.0688 -1.0658 -1.9700
H -0.6706 -5.7707 -2.7888
H -1.0190 -4.3178 -1.7740
H 0.5587 -4.5255 -2.3821
H -1.8283 -4.1479 -4.0140
H -0.2706 -4.4402 -4.8225
H -0.8826 -1.9790 -4.9375
H 0.7344 -2.3338 -4.1866
C 3.5733 1.1632 -4.1361
C 3.5317 2.5840 -3.6349
C 3.0926 2.5827 -2.1568
C 1.8722 1.8551 -1.8929
N 0.9161 1.2082 -1.6195
H 3.8262 1.1030 -5.1947
H 2.7197 0.5135 -3.9428
H 4.4364 0.6892 -3.6688
H 2.7987 3.1381 -4.2213
H 4.4975 3.0239 -3.8837
H 3.0652 3.5127 -1.5890
H 3.9432 2.1309 -1.6464
C -2.4616 0.0733 5.1884
C -3.4234 -1.1392 4.6755
C -3.7369 -1.2298 3.1270
C -2.6044 -1.0310 2.1983
N -1.7019 -0.9048 1.4032
H -2.3640 0.2492 6.2596
H -2.7000 1.0662 4.8072
H -1.4427 -0.0689 4.8283
H -4.3226 -1.1990 5.2886
H -2.9239 -2.0930 4.8455
H -4.4656 -0.5080 2.7579
H -4.1389 -2.2206 2.9155

Summary:
Energy relative to the best compared isomer or geometry (same formula, charge and spin) (kJ/mol): 378.31
Spin multiplicity: 4
Expectation value of S²: 3.79
HOMO-LUMO gap (spin up / spin down) (eV): 7.18 / 8.10
E_HOMO (spin up / spin down) (eV): -7.67 / -7.56
Max |F| (eV/A): 6.4

---

# 2
This record from the Open Molecules 2025 dataset describes a cluster of 2 separate species, C3H5NO in total. The level of theory is ωB97M-V/def2-TZVPD.

CARTESIAN COORDINATES (ANGSTROEM)
C 1.0901 -1.2314 -0.7364
C 0.9876 -0.7758 0.4861
N 0.9614 -0.2984 1.6217
H 0.8894 -0.5708 -1.5753
H 1.2997 -2.2804 -0.9143
H 0.0368 -0.3455 2.0536
C -1.3140 1.3791 -0.2295
O -1.4568 0.7276 -1.2304
H -2.1093 1.4482 0.5429
H -0.3850 1.9473 -0.0185

Summary:
Energy relative to the best compared isomer or geometry (same formula, charge and spin) (kJ/mol): 226.93
HOMO-LUMO gap (eV): 9.93
Structure (SMILES): C=C=N.C=O
E_HOMO (eV): -9.25
Max |F| (eV/A): 0.7

---

# 3
This record from the Open Molecules 2025 dataset describes a cluster of 3 separate species, C34H21F3NO6S in total. The level of theory is ωB97M-V/def2-TZVPD.

CARTESIAN COORDINATES (ANGSTROEM)
O -4.6209 2.6233 -2.4397
S -5.0579 1.3021 -2.7690
O -6.4692 1.2655 -2.9915
C -4.6464 0.1371 -1.4607
C -5.5952 -0.7754 -1.0319
C -5.2064 -1.6789 -0.0332
C -3.9350 -1.6094 0.4522
N -3.0585 -0.7019 0.0036
C -3.3766 0.1755 -0.9411
C -4.1643 0.6549 -4.2985
F -3.4351 1.6300 -4.7836
F -3.3793 -0.3780 -3.9508
F -5.0737 0.2128 -5.1398
H -6.5858 -0.7942 -1.4850
H -5.9245 -2.4124 0.3216
H -3.5722 -2.3033 1.2076
H -2.0985 -0.6736 0.3563
H -2.6699 0.9032 -1.3364
C -1.0292 2.9528 -3.8708
C -0.4604 3.5949 -4.9665
C 0.8620 3.3475 -5.3024
C 1.6210 2.4659 -4.5382
C 1.0534 1.8421 -3.4283
C -0.2734 2.0824 -3.1074
C 1.8558 0.9322 -2.5678
O 1.3478 0.3876 -1.6031
C 3.2835 0.7116 -2.9071
C 4.0668 -0.0897 -2.0844
C 5.3971 -0.3128 -2.3989
C 5.9494 0.2563 -3.5421
C 5.1753 1.0603 -4.3632
C 3.8445 1.2988 -4.0454
C 3.0351 2.1924 -4.9181
O 3.5137 2.6919 -5.9130
H -2.0620 3.1367 -3.6078
H -1.0485 4.2849 -5.5577
H 1.3058 3.8415 -6.1565
H -0.7151 1.5881 -2.2514
H 3.6387 -0.5358 -1.1965
H 6.0068 -0.9327 -1.7543
H 6.9873 0.0750 -3.7896
H 5.6076 1.5058 -5.2493
C 3.6485 -3.5373 3.5914
C 2.7578 -3.5607 2.5232
C 1.5540 -2.8816 2.6082
C 1.2286 -2.1846 3.7668
C 2.1140 -2.1816 4.8475
C 3.3273 -2.8501 4.7509
C 1.7645 -1.4825 6.1136
O 2.5328 -1.4753 7.0503
C 0.4458 -0.7992 6.2059
C 0.0762 -0.1889 7.3973
C -1.1430 0.4623 7.4933
C -1.9955 0.5141 6.3954
C -1.6343 -0.0974 5.2067
C -0.4177 -0.7643 5.1086
C -0.0566 -1.4459 3.8399
O -0.8053 -1.4047 2.8747
H 4.5928 -4.0613 3.5201
H 3.0057 -4.1084 1.6230
H 0.8654 -2.8969 1.7743
H 4.0186 -2.8372 5.5829
H 0.7392 -0.2252 8.2514
H -1.4307 0.9328 8.4245
H -2.9444 1.0295 6.4706
H -2.3008 -0.0597 4.3557

Summary:
Total charge: +1
HOMO-LUMO gap (eV): 6.66
E_HOMO (eV): -11.68
Max |F| (eV/A): 3.0

---

# 4
This record from the Open Molecules 2025 dataset describes a structure of composition C4H6N3S. The level of theory is ωB97M-V/def2-TZVPD.

CARTESIAN COORDINATES (ANGSTROEM)
C -0.2244 -1.5212 -0.0315
C 1.1510 -1.9876 -0.1970
C 1.3827 0.4253 -0.0990
C -1.6421 0.3552 -0.1515
N 0.5827 2.5497 0.1083
N 1.4194 1.6147 0.1088
N -0.4187 -0.2277 -0.1310
S 2.4523 -0.8944 0.0069
H -1.0251 -2.2699 -0.0557
H 1.3576 -3.0651 -0.1135
H -1.6581 1.2991 0.4927
H -1.6848 0.6564 -1.1540
H -2.4428 -0.2285 0.4000
H 0.7503 3.2940 0.8166

Summary:
Energy relative to the best compared isomer or geometry (same formula, charge and spin) (kJ/mol): 181.20
Spin multiplicity: 3
Expectation value of S²: 2.03
Total charge: +1
HOMO-LUMO gap (spin up / spin down) (eV): 8.21 / 7.33
E_HOMO (spin up / spin down) (eV): -12.52 / -13.94
Max |F| (eV/A): 7.0

---

# 5
This record from the Open Molecules 2025 dataset describes a structure of composition C29H60AsCdN2O5S5Si. The level of theory is ωB97M-V/def2-TZVPD.

CARTESIAN COORDINATES (ANGSTROEM)
Cd -0.7378 -0.4766 0.3165
C 0.2843 -2.3399 3.5412
C -1.0970 -1.9113 4.0310
S -2.2506 -1.3616 2.7394
C -2.8244 0.2031 3.4233
C -1.7901 1.3107 3.6279
S -0.7475 1.6471 2.1923
C 0.9087 1.5795 2.9125
C 1.2794 0.2896 3.6390
S 1.2232 -1.1545 2.5518
H 0.8866 -2.6302 4.4042
H 0.1954 -3.2114 2.8953
H -1.5458 -2.7607 4.5476
H -1.0137 -1.1127 4.7673
H -3.5860 0.5367 2.7180
H -3.3259 0.0077 4.3736
H -2.3193 2.2323 3.8721
H -1.1444 1.0878 4.4766
H 1.5752 1.7449 2.0680
H 1.0323 2.4306 3.5854
H 2.2877 0.3979 4.0369
H 0.6291 0.1119 4.4938
O -3.1104 0.3796 0.2973
C -3.3995 0.8673 -1.0052
C -2.9155 -0.0953 -2.0674
C -3.3599 -0.0098 -3.3801
C -2.8877 -0.9246 -4.2997
C -1.9926 -1.9009 -3.8817
C -1.6018 -1.9074 -2.5595
N -2.0554 -1.0237 -1.6664
H -3.5587 -0.4943 0.3543
H -2.8949 1.8310 -1.1049
H -4.4742 1.0325 -1.1222
H -4.0683 0.7571 -3.6640
H -3.2167 -0.8850 -5.3295
H -1.6024 -2.6382 -4.5680
H -0.8920 -2.6344 -2.1915
C -0.1442 -5.1559 -0.0511
C 0.2088 -3.6938 -0.0430
N 1.3701 -3.3363 -0.5992
O -0.5571 -2.8684 0.4703
H 0.5835 -5.7244 0.5290
H -0.1340 -5.5450 -1.0693
H -1.1347 -5.2804 0.3751
H 1.9491 -4.0222 -1.0518
H 1.6029 -2.3470 -0.6970
C -7.5825 -2.7734 0.5423
As -5.8641 -3.3689 1.1597
C -5.9610 -5.2853 1.1693
C -5.8125 -2.8715 3.0149
S -4.2779 -2.6608 -0.0004
H -8.3792 -3.2417 1.1179
H -7.6746 -3.0323 -0.5108
H -7.6284 -1.6910 0.6518
H -6.8118 -5.6081 1.7677
H -5.0364 -5.6764 1.5900
H -6.0687 -5.6346 0.1443
H -6.6938 -3.2696 3.5161
H -5.7977 -1.7854 3.0890
H -4.9062 -3.2733 3.4640
C 4.6091 -0.4959 -0.2201
C 4.5706 0.8741 0.4445
C 5.5665 1.8232 -0.2072
C 4.8616 0.7515 1.9315
O 3.2398 1.4145 0.3534
Si 2.2141 1.6099 -0.9115
S 1.0683 -0.1135 -1.2934
O 1.2123 2.8482 -0.5145
C 1.5194 4.2675 -0.4641
C 1.2826 4.8433 -1.8513
C 2.9600 4.5126 -0.0299
C 0.5577 4.8873 0.5355
O 3.1086 1.9753 -2.2209
C 3.1427 1.6608 -3.6270
C 3.9648 2.7713 -4.2669
C 3.8336 0.3152 -3.7971
C 1.7364 1.6209 -4.2135
H 5.5709 -0.9768 -0.0377
H 4.4684 -0.4094 -1.2987
H 3.8180 -1.1311 0.1819
H 6.5640 1.3834 -0.1741
H 5.5953 2.7758 0.3239
H 5.3034 2.0163 -1.2449
H 5.8892 0.4249 2.0942
H 4.1968 0.0187 2.3892
H 4.7219 1.7153 2.4230
H 1.9924 4.4228 -2.5601
H 1.4137 5.9264 -1.8433
H 0.2699 4.6175 -2.1881
H 3.6647 4.0320 -0.7071
H 3.1375 4.1358 0.9786
H 3.1601 5.5845 -0.0404
H -0.4712 4.8087 0.1853
H 0.7940 5.9417 0.6816
H 0.6299 4.3848 1.4971
H 4.9609 2.8086 -3.8245
H 3.4839 3.7381 -4.1125
H 4.0671 2.6037 -5.3398
H 4.8475 0.3567 -3.3966
H 3.8941 0.0564 -4.8556
H 3.2801 -0.4707 -3.2819
H 1.1990 2.5402 -3.9894
H 1.1669 0.7821 -3.8141
H 1.7945 1.5180 -5.2983

Summary:
Energy relative to the best compared isomer or geometry (same formula, charge and spin) (kJ/mol): 45.19
Total charge: +1
HOMO-LUMO gap (eV): 8.70
E_HOMO (eV): -10.42
Max |F| (eV/A): 0.6

---

# 6
This record from the Open Molecules 2025 dataset describes a structure of composition C36H59MnN3PS2. The level of theory is ωB97M-V/def2-TZVPD.

CARTESIAN COORDINATES (ANGSTROEM)
Mn -1.6336 -0.1793 0.9305
C -1.4056 -2.2941 -1.4586
C -0.1563 -2.3441 -0.5876
N -0.4833 -2.0866 0.8288
C -0.8987 -3.2973 1.5823
C -2.1149 -4.0672 1.0988
S -3.7116 -3.2147 1.2231
C -4.1984 -3.0069 -0.4980
C -3.7905 -1.7022 -1.1747
N -2.3818 -1.2938 -0.9867
H -1.8873 -3.2642 -1.4787
H -1.0952 -2.0822 -2.4829
H 0.5566 -1.5823 -0.9212
H 0.3234 -3.3232 -0.7073
H 0.3607 -1.7472 1.2952
H -1.0796 -3.0071 2.6125
H -0.0549 -4.0015 1.5786
H -2.1918 -4.9378 1.7524
H -1.9802 -4.4585 0.0926
H -5.2869 -3.0567 -0.4985
H -3.8630 -3.8744 -1.0651
H -4.4188 -0.8854 -0.8158
H -3.9956 -1.8204 -2.2483
H -2.2625 -0.4625 -1.5650
C 5.0673 -2.2387 -2.5320
C 3.7687 -2.1697 -3.3266
C 3.0696 -3.5313 -3.3163
C 2.8090 -1.0986 -2.8519
C 2.9546 -0.4354 -1.6380
C 2.0172 0.4926 -1.1969
C 2.2657 1.3049 0.0622
C 2.8281 2.6753 -0.3257
C 3.1907 0.6331 1.0695
C 0.8887 0.7489 -1.9863
C 0.7766 0.1817 -3.2607
C 1.7334 -0.7458 -3.6543
C -0.2983 0.5783 -4.2650
C 0.3527 1.1408 -5.5322
C -1.2596 -0.5517 -4.6368
C -0.2412 1.5813 -1.4868
C -0.5306 2.8134 -2.0714
C -1.7196 3.4898 -1.8235
C -2.6799 2.9206 -1.0013
C -2.3711 1.7158 -0.3710
C -1.1424 1.0933 -0.5425
P -0.3158 1.2113 2.7482
C -0.9196 2.9705 2.9912
C -0.6340 3.6400 4.3339
C -0.2653 3.7838 1.8666
C -2.4445 2.9668 2.8024
C 0.4673 0.4142 4.2538
C -0.5305 0.2472 5.4065
C 0.8988 -0.9758 3.8024
C 1.7218 1.1627 4.7147
H 5.7396 -2.9676 -2.9812
H 4.8857 -2.5549 -1.5033
H 5.5845 -1.2802 -2.5077
H 4.0227 -1.9302 -4.3654
H 2.7724 -3.7909 -2.2979
H 3.7375 -4.3102 -3.6797
H 2.1758 -3.5335 -3.9404
H 3.8199 -0.6365 -1.0293
H 1.2989 1.4661 0.5578
H 3.7758 2.5539 -0.8518
H 3.0082 3.2881 0.5570
H 2.1486 3.2166 -0.9809
H 4.2125 0.5611 0.6988
H 2.8597 -0.3734 1.3278
H 3.2302 1.2264 1.9829
H 1.6466 -1.2022 -4.6332
H -0.8997 1.3847 -3.8319
H 0.8079 0.3531 -6.1325
H 1.1281 1.8682 -5.2948
H -0.3990 1.6301 -6.1503
H -0.7213 -1.4631 -4.8964
H -1.8568 -0.2644 -5.5018
H -1.9559 -0.7807 -3.8310
H 0.1827 3.2267 -2.7747
H -1.9102 4.4356 -2.3080
H -3.6383 3.3954 -0.8465
H -3.1548 1.2827 0.2886
H 0.4194 3.6777 4.5865
H -1.1843 3.1804 5.1479
H -0.9804 4.6732 4.2585
H 0.8177 3.8294 1.9807
H -0.6515 4.8041 1.8963
H -0.4908 3.3684 0.8820
H -2.9414 2.3033 3.5113
H -2.7270 2.6804 1.7929
H -2.8184 3.9783 2.9711
H -1.4065 -0.3228 5.1075
H -0.8603 1.1950 5.8127
H -0.0376 -0.2992 6.2135
H 0.0399 -1.5464 3.4735
H 1.3456 -1.5053 4.6453
H 1.6490 -0.9293 3.0096
H 1.4980 2.1013 5.2059
H 2.4102 1.3541 3.8939
H 2.2415 0.5346 5.4404
S -4.4387 -0.7241 4.5884
C -3.4641 -0.6258 3.3474
N -2.7291 -0.5580 2.4215

Summary:
Spin multiplicity: 6
Expectation value of S²: 8.94
Total charge: +1
HOMO-LUMO gap (spin up / spin down) (eV): 6.34 / 6.80
E_HOMO (spin up / spin down) (eV): -10.44 / -10.74
Max |F| (eV/A): 1.1

---

# 7
This record from the Open Molecules 2025 dataset describes the molecule CH4N2O2. The level of theory is ωB97M-V/def2-TZVPD.

CARTESIAN COORDINATES (ANGSTROEM)
O 2.5599 -2.0009 -1.1682
N 1.9399 -0.9186 -0.9809
N 0.8480 -1.0777 -0.2982
C 0.1832 0.1365 0.0306
O -1.1359 0.0528 -0.4278
H 0.8313 -1.9581 0.1656
H 0.2151 0.2954 1.0758
H 0.5694 1.0904 -0.3838
H -1.0520 -0.7207 -0.9910

Summary:
Energy relative to the best compared isomer or geometry (same formula, charge and spin) (kJ/mol): 255.08
HOMO-LUMO gap (eV): 10.35
Structure (SMILES): O=NNCO
E_HOMO (eV): -9.97
Max |F| (eV/A): 4.2

---

# 8
This record from the Open Molecules 2025 dataset describes a structure of composition C29H45N9O2SeSiZr. The level of theory is ωB97M-V/def2-TZVPD.

CARTESIAN COORDINATES (ANGSTROEM)
Zr -0.7558 0.0265 0.1616
C 0.5225 2.6433 -1.4879
C 0.0106 0.6952 -2.9283
N -0.4214 -0.6859 -2.7644
C -1.6975 -1.0814 -3.3502
C -2.8564 -0.7110 -2.4195
N -2.5693 -1.0268 -0.9996
C -3.8675 -1.2882 -0.3236
C -3.7840 -1.3683 1.1945
C -3.7460 0.0113 1.8523
N -2.4759 0.7369 1.6195
C -2.6642 2.1925 1.5301
C -2.9733 2.5145 0.0686
N -1.8339 2.0629 -0.7590
C -0.8390 3.1419 -0.9259
H 0.7548 4.4962 -2.5176
H 1.3040 2.8949 -0.7640
H 0.7815 0.7912 -3.7085
H -0.8436 1.3160 -3.2158
H 0.3061 -1.3072 -3.1059
H -1.6795 -2.1672 -3.4758
H -1.8782 -0.6438 -4.3422
H -3.7412 -1.2630 -2.7655
H -3.0974 0.3542 -2.5029
H -2.0708 -1.9296 -0.9939
H -4.2899 -2.2260 -0.7045
H -4.5522 -0.4811 -0.5977
H -2.9318 -1.9756 1.5019
H -4.6786 -1.8781 1.5537
H -3.9163 -0.1059 2.9280
H -4.5691 0.6098 1.4520
H -1.8844 0.5282 2.4345
H -1.7434 2.6988 1.8441
H -3.4762 2.5456 2.1793
H -3.1792 3.5829 -0.0649
H -3.8663 1.9538 -0.2261
H -2.1992 1.8989 -1.6967
H -0.6718 3.6216 0.0418
H -1.2347 3.9202 -1.5921
O 5.3483 -2.9335 -1.4949
C 4.3329 -3.7029 -0.9053
C 3.0832 -2.8869 -0.7839
C 1.8546 -3.4798 -0.4797
C 0.7451 -2.6712 -0.3937
N 0.7742 -1.3475 -0.5980
C 1.9405 -0.7597 -0.9468
C 3.1094 -1.5248 -1.0272
C 1.8830 0.6277 -1.4272
C 3.0146 1.2810 -1.8004
C 3.2155 2.4053 -2.6767
C 4.6430 2.5838 -3.1995
O 4.6696 3.0263 -4.5272
C 2.3072 3.2718 -3.1487
C 0.8882 3.4350 -2.7454
N 0.5443 1.1666 -1.6316
H 6.1413 -3.4686 -1.5959
H 4.6255 -4.0486 0.1005
H 4.1035 -4.5956 -1.5055
H 1.7718 -4.5417 -0.3120
H -0.2206 -3.1060 -0.1444
H 4.0535 -1.0948 -1.3122
H 3.9452 0.8325 -1.4800
H 5.2239 1.6654 -3.0732
H 5.1248 3.3774 -2.6180
H 4.6126 2.2821 -5.1355
H 2.6627 3.9923 -3.8738
H 0.2291 3.2105 -3.5890
C 0.7382 -2.3929 5.5782
Si -0.7725 -2.9753 4.6012
C -2.4594 -2.2148 5.0598
C -0.7261 -4.6956 3.8046
Se -0.5077 -1.5557 2.1926
H 0.7959 -2.9211 6.5260
H 0.6973 -1.3277 5.7950
H 1.6592 -2.5819 5.0315
H -2.8275 -2.6303 5.9956
H -3.2056 -2.4033 4.2896
H -2.3681 -1.1366 5.1873
H -0.7822 -5.4770 4.5574
H 0.2025 -4.8214 3.2527
H -1.5468 -4.8381 3.1061
N 0.5089 1.3117 1.1879
C 0.9467 2.2401 1.7740
C 1.4251 3.3981 2.2574
C 1.6059 3.6642 3.6248
N 1.7139 3.8721 4.7456
C 1.7109 4.3481 1.2641
N 1.8736 5.0414 0.3610

Summary:
Energy relative to the best compared isomer or geometry (same formula, charge and spin) (kJ/mol): 195.02
Total charge: +2
HOMO-LUMO gap (eV): 7.30
E_HOMO (eV): -13.06
Max |F| (eV/A): 1.5

---

# 9
This record from the Open Molecules 2025 dataset describes the molecule C4H8N4O. The level of theory is ωB97M-V/def2-TZVPD.

CARTESIAN COORDINATES (ANGSTROEM)
N -2.1342 -0.8121 -0.1187
N -1.0046 -1.6134 -0.0014
C 0.0990 -0.9561 -0.0994
N 1.3079 -1.6448 -0.1530
O 2.3402 -0.7384 0.1514
C 1.9000 0.5672 -0.2690
C 0.3787 0.4923 -0.0545
C -0.4345 1.4717 0.6717
N -0.4663 1.4655 -0.7917
H -2.6797 -0.8733 0.7629
H -2.7195 -1.3106 -0.7780
H 1.3359 -2.4535 0.4212
H 2.1487 0.7291 -1.3652
H 2.4678 1.2291 0.4096
H -1.3390 1.2039 1.2425
H 0.0526 2.3878 1.0541
H -1.2529 0.8557 -1.0825

Summary:
Energy relative to the best compared isomer or geometry (same formula, charge and spin) (kJ/mol): 485.14
HOMO-LUMO gap (eV): 9.59
Structure (SMILES): N/N=C1/NOC[C@]12CN2
E_HOMO (eV): -8.62
Max |F| (eV/A): 2.4